No. 1
{"formula": "C33H43N9O2", "method": "wB97M-V/def2-TZVPD", "e_lumo_ev": 0.63, "homo_lumo_gap_ev": 7.910, "smiles": "C[N+](=O)[O-].c1cc[nH]c1.c1cc[nH]c1.c1cc[nH]c1.c1cc[nH]c1.c1cc[nH]c1.c1cc[nH]c1.c1cc[nH]c1.c1cc[nH]c1", "total_energy_ev": -52400.9856, "elements": ["C", "N", "O", "O", "H", "H", "H", "C", "C", "C", "N", "C", "H", "H", "H", "H", "H", "C", "C", "C", "N", "C", "H", "H", "H", "H", "H", "C", "C", "C", "N", "C", "H", "H", "H", "H", "H", "C", "C", "C", "N", "C", "H", "H", "H", "H", "H", "C", "C", "C", "N", "C", "H", "H", "H", "H", "H", "C", "C", "C", "N", "C", "H", "H", "H", "H", "H", "C", "C", "C", "N", "C", "H", "H", "H", "H", "H", "C", "C", "C", "N", "C", "H", "H", "H", "H", "H"], "xyz": [[1.29674, 0.11820, 0.56553], [0.58816, -0.09321, -0.76258], [-0.46181, -0.58252, -0.79777], [1.12594, 0.38245, -1.74828], [1.04659, -0.63332, 1.06535], [0.80318, 0.90534, 0.84967], [2.16173, 0.24848, 0.34353], [-1.75239, -3.18149, 4.41646], [-0.69444, -2.94757, 3.27625], [0.12331, -4.12085, 3.15460], [-0.34646, -5.09459, 4.07009], [-1.36979, -4.61701, 4.88023], [-2.42542, -2.50822, 4.77945], [-0.68562, -1.90899, 2.82716], [1.05269, -4.33221, 2.79723], [0.02289, -6.01154, 4.10167], [-1.77958, -5.21286, 5.58952], [-5.40609, 1.72195, -2.19643], [-4.18228, 2.27377, -1.55485], [-3.00274, 1.41597, -1.81841], [-3.62425, 0.37590, -2.66707], [-4.97797, 0.51609, -2.91565], [-6.45623, 2.13195, -2.17119], [-4.13150, 3.32573, -1.27387], [-2.00396, 1.51374, -1.86471], [-3.28215, -0.43584, -3.26503], [-5.40077, -0.24132, -3.38615], [4.82111, -0.21319, 3.08882], [4.01438, -1.06093, 2.06775], [3.11649, -1.95842, 2.83260], [3.12581, -1.55359, 4.19887], [4.19676, -0.63785, 4.51302], [5.48583, 0.47632, 2.96952], [4.39627, -1.06097, 1.15618], [2.42497, -2.85746, 2.68196], [2.66041, -2.15622, 4.93838], [4.30887, -0.49603, 5.66110], [5.23248, 2.07607, -1.10626], [6.63685, 1.43077, -0.75129], [6.74448, 0.11916, -1.54232], [5.50314, -0.12425, -2.03082], [4.51409, 0.88057, -1.75937], [4.70929, 2.87102, -0.69593], [7.41396, 1.96341, -0.20485], [7.42614, -0.56187, -1.70978], [5.37198, -0.93073, -2.67321], [3.50906, 0.83129, -2.11391], [-1.07683, -1.59980, -3.75109], [-2.14140, -2.63340, -3.35234], [-3.17795, -2.43593, -4.48741], [-2.75208, -1.43563, -5.40513], [-1.65354, -0.83751, -5.01265], [-0.15249, -1.38404, -3.34026], [-2.22647, -3.26013, -2.54119], [-4.08721, -2.84050, -4.62248], [-3.29958, -1.08203, -6.28124], [-1.48666, -0.00497, -5.68198], [-4.12477, -2.36125, 1.71581], [-5.46561, -2.68845, 1.08607], [-5.72351, -1.90035, -0.08190], [-4.51373, -1.09733, -0.20148], [-3.51748, -1.29483, 0.73904], [-3.68185, -2.57091, 2.81032], [-6.28301, -3.59301, 1.38525], [-6.63849, -1.82248, -0.89444], [-4.25816, -0.62970, -0.95446], [-2.58081, -0.55819, 0.88024], [0.37634, 0.61980, 3.95004], [-1.02665, 0.78515, 3.61136], [-1.33855, 2.08675, 3.02897], [-0.10703, 2.70020, 3.03249], [0.95865, 1.93529, 3.46970], [0.97340, -0.27943, 4.31983], [-1.87455, -0.03145, 3.59418], [-2.16387, 2.57946, 2.60015], [0.04775, 3.73424, 2.56766], [1.97071, 2.34174, 3.42093], [0.73290, 4.46996, -2.88751], [2.01268, 3.88361, -2.45117], [3.11690, 4.82610, -3.01208], [2.47578, 5.88492, -3.62675], [1.20942, 5.68267, -3.67176], [-0.25700, 3.96232, -2.69256], [2.17456, 3.00996, -1.80527], [4.18799, 4.71673, -2.93504], [2.90528, 6.68067, -4.19984], [0.61674, 6.39661, -4.13723]], "atomic_forces_ev_per_a": [[-6.8892, 0.0831, -4.5620], [3.2532, 1.9227, -0.2496], [-3.8400, -2.1312, 0.5839], [0.7890, 0.2914, -0.4933], [-1.5756, -6.2652, 4.6188], [-2.3014, 4.6688, 2.2857], [10.4954, 1.5397, -2.0822], [6.9409, -6.9370, -2.6498], [-1.4918, -0.9695, 2.7087], [-4.5285, 1.5831, 2.7811], [-1.1499, 3.2201, 0.1390], [0.4027, 5.8673, -4.4970], [-1.6969, 1.4318, 1.0068], [0.5428, -1.7627, 0.1780], [2.0479, -0.2403, -1.7262], [0.2606, -0.6659, 0.2094], [-1.2562, -1.6141, 1.9389], [1.8216, -1.5882, -0.6620], [0.8412, -1.8462, -2.1331], [-8.9682, -0.7772, -2.5312], [0.1319, -0.1395, -0.7129], [2.8925, 6.5984, 5.1832], [1.5856, -0.4689, 0.0724], [0.0842, -0.5476, 0.6074], [3.1861, 0.4014, 0.3300], [0.8001, 1.4834, 1.8424], [-2.3429, -2.9745, -2.1646], [-9.0955, -8.0159, 4.3413], [-0.6490, -0.2557, 9.1182], [0.8762, 1.9858, 0.4509], [2.3919, -0.2858, -0.5150], [-0.6050, -0.3364, -3.6604], [3.9465, 3.9333, -0.8909], [0.8238, -0.4072, -4.2849], [1.2859, 1.8533, -0.5806], [0.9085, 1.2431, -1.4537], [0.2349, 0.3432, -2.5515], [2.2324, -8.9907, -1.2238], [-2.7131, -1.2615, -3.6381], [-4.9697, 7.8874, 3.6595], [-1.9787, 0.8390, -0.4203], [4.7906, 2.6350, 1.1140], [-0.5218, 1.4843, 0.7045], [-0.1064, -0.4115, -0.3218], [3.7786, -3.0024, -0.4412], [-0.2849, 1.1015, 0.9038], [-0.2953, -0.2815, -0.2801], [-5.9292, -0.2163, -3.6647], [-0.2696, 5.8948, -7.9197], [5.4954, 1.4482, 2.4228], [-3.3153, -1.7611, 0.4147], [2.8865, -1.9995, 3.2426], [1.3594, 0.4515, 0.8974], [-0.0498, -1.2336, 1.5252], [-2.8470, -1.6290, -0.3827], [1.2098, -1.2056, 2.6024], [1.4795, 0.2490, 0.6795], [0.2249, 2.7376, -2.0674], [-0.8328, -1.0896, 0.2088], [2.0564, 0.2755, 0.5052], [-1.5905, -3.3723, 4.2738], [-2.4854, -2.1582, 3.4024], [-1.2896, 0.1146, -3.1168], [2.6409, 2.8713, -0.4931], [2.8944, -0.2929, 2.4630], [0.7499, 2.8439, -4.2754], [-2.4440, -2.0765, -0.6821], [0.3827, 3.3785, -2.0674], [-2.1255, -0.5394, -0.9760], [3.8393, -3.0564, 1.9934], [1.2594, 3.4875, -1.9464], [-2.2598, -2.5690, 1.2014], [-1.2289, 1.6246, -0.6247], [1.9828, 1.6622, 0.4707], [-0.9409, 0.0753, -0.1492], [-0.4735, -3.7325, 1.7612], [-0.4574, -0.3277, 0.2269], [3.9298, 1.1547, -1.0106], [1.2654, 4.0561, -2.3900], [-2.8780, -2.6279, 2.1466], [3.9903, -0.2132, -0.7220], [-5.6058, -3.4551, 2.4651], [1.1997, 1.2893, -0.5866], [0.0109, 0.4840, -0.6065], [-0.1404, 0.2073, -0.0082], [-0.5991, -1.9630, 1.4660], [-1.1798, 0.9926, -0.7310]]}

***

No. 2
{"formula": "C2H3N2O5", "method": "wB97M-V/def2-TZVPD", "e_lumo_ev": 3.94, "homo_lumo_gap_ev": 9.369, "charge": -1, "total_energy_ev": -15336.6687, "elements": ["C", "C", "N", "N", "O", "O", "O", "O", "O", "H", "H", "H"], "xyz": [[2.12396, 0.95019, 0.27904], [-1.89048, 0.01656, 0.25907], [-0.43409, -1.38365, -1.01419], [0.64664, -0.92888, -0.58229], [1.54007, 1.75889, -0.38058], [3.04348, 0.64823, 0.97379], [1.61350, -1.01415, -1.31684], [0.85383, -0.28100, 0.57363], [-1.54758, -1.23143, -0.07523], [-1.55625, 0.91184, -0.37615], [-1.38319, 0.34595, 1.25527], [-3.00989, 0.20745, 0.40447]], "atomic_forces_ev_per_a": [[-0.1121, 1.0263, 0.5842], [-0.1514, 5.3957, 2.4941], [-2.9199, -0.3941, 0.4503], [1.6805, 1.8462, 1.7547], [0.7063, -0.1449, -0.0845], [-0.1406, 0.0506, -0.5400], [1.2260, -0.4423, -1.0565], [-1.5735, -1.7936, -0.6663], [1.2293, -2.2404, -1.3283], [-0.2192, -1.6706, 0.0101], [-0.9290, -0.6625, -1.2464], [1.2035, -0.9703, -0.3714]]}

***

no.,HOMO (eV)
1,-7.28
2,-5.42